## P
Entry from the Open Molecules 2025 dataset: C3H7N3O in the gas phase (ωB97M-V/def2-TZVPD).

Results
LUMO energy in eV: 0.85
SMILES: [H]/N=C/NC(=O)NC
Orbital gap in eV: 10.408

ORCA input file:
```
! RIJCOSX wB97M-V def2-TZVPD def2/J DEFGRID3
* xyz 0 1
H -0.344 -3.593 -1.852
N 0.382 -2.909 -1.656
C -0.109 -1.939 -1.003
N 0.698 -0.876 -0.617
C 0.139 0.174 0.088
O -1.064 0.154 0.341
N 0.814 1.238 0.525
C -0.544 2.126 1.252
H -1.143 -1.807 -0.674
H 1.668 -0.934 -0.882
H 1.834 1.322 0.317
H -1.449 1.680 1.743
H -0.912 2.728 0.423
H 0.030 2.636 1.993
*
```

These are the natural (NBO) partial charges, in e, on atoms 1 to 8: H 0.35; N -0.69; C 0.28; N -0.64; C 0.76; O -0.69; N -0.69; C -0.32

=====

## Q
Entry from the Open Molecules 2025 dataset: C3H7N3O in the gas phase (ωB97M-V/def2-TZVPD).

Results
LUMO energy in eV: 0.73
SMILES: [H]/N=C(/N)C(=O)CN
Orbital gap in eV: 10.083

ORCA input file:
```
! RIJCOSX wB97M-V def2-TZVPD def2/J DEFGRID3
* xyz 0 1
H 1.650 -1.273 -1.523
N 0.783 -1.017 -1.982
C 0.081 -0.164 -1.359
N -1.140 0.207 -1.834
C 0.457 0.403 -0.009
O 1.279 1.274 0.148
C -0.238 -0.290 1.159
N 0.165 0.177 2.466
H -1.339 -0.087 -2.778
H -1.518 1.095 -1.551
H -0.051 -1.366 1.084
H -1.317 -0.141 1.041
H 1.154 0.000 2.607
H 0.035 1.182 2.529
*
```

These are the natural (NBO) partial charges, in e, on atoms 1 to 8: H 0.35; N -0.69; C 0.34; N -0.80; C 0.51; O -0.51; C -0.33; N -0.81

=====

Verdict on stability: P comes out at the bottom.

=====

## P
Entry from the Open Molecules 2025 dataset: C3H7N3O in the gas phase (ωB97M-V/def2-TZVPD).

Results
LUMO energy in eV: 0.89
SMILES: [H]/N=C/N/C(=N\[H])OC
Orbital gap in eV: 10.230

ORCA input file:
```
! RIJCOSX wB97M-V def2-TZVPD def2/J DEFGRID3
* xyz 0 1
H 3.177 -1.260 1.910
N 2.173 -1.191 2.058
C 1.599 -0.686 1.042
N 0.225 -0.517 1.065
C -0.637 0.017 0.115
N -1.893 0.166 0.242
H -2.250 -0.160 1.134
O -0.012 0.386 -1.016
C -0.902 0.990 -1.971
H 2.082 -0.359 0.120
H -0.204 -0.816 1.929
H -0.332 1.110 -2.889
H -1.247 1.959 -1.602
H -1.779 0.361 -2.136
*
```

These are the natural (NBO) partial charges, in e, on atoms 1 to 8: H 0.35; N -0.69; C 0.28; N -0.64; C 0.71; N -0.78; H 0.35; O -0.51

=====

## Q
Entry from the Open Molecules 2025 dataset: C3H7N3O in the gas phase (ωB97M-V/def2-TZVPD).

Results
LUMO energy in eV: 0.89
SMILES: NN1CCC(=O)N1
Orbital gap in eV: 9.317

ORCA input file:
```
! RIJCOSX wB97M-V def2-TZVPD def2/J DEFGRID3
* xyz 0 1
N 1.641 -1.471 0.164
N 0.584 -0.587 -0.397
C 0.655 0.822 -0.147
C -0.859 1.225 -0.079
C -1.652 -0.136 0.061
O -2.829 -0.325 0.121
N -0.731 -1.073 -0.088
H 1.737 -1.532 1.131
H 2.426 -1.094 -0.340
H 1.170 1.330 -0.968
H 1.072 1.167 0.863
H -1.212 1.891 -0.838
H -1.050 1.843 0.857
H -0.953 -2.059 -0.339
*
```

These are the natural (NBO) partial charges, in e, on atoms 1 to 8: N -0.67; N -0.14; C -0.25; C -0.51; C 0.66; O -0.60; N -0.47; H 0.34

=====

## R
Entry from the Open Molecules 2025 dataset: C3H7N3O in the gas phase (ωB97M-V/def2-TZVPD).

Results
LUMO energy in eV: 0.79
SMILES: [H]/N=C/NC(=O)NC
Orbital gap in eV: 10.434

ORCA input file:
```
! RIJCOSX wB97M-V def2-TZVPD def2/J DEFGRID3
* xyz 0 1
H -4.016 -0.672 -0.585
N -3.273 -0.588 0.105
C -2.237 -0.089 -0.432
N -1.099 0.122 0.331
C 0.154 0.254 -0.269
O 0.290 0.357 -1.476
N 1.191 0.240 0.619
C 2.557 0.077 0.170
H -2.105 0.214 -1.473
H -1.172 -0.217 1.281
H 0.999 0.227 1.607
H 2.527 -0.142 -0.898
H 3.028 -0.762 0.694
H 3.158 0.979 0.326
*
```

These are the natural (NBO) partial charges, in e, on atoms 1 to 8: H 0.35; N -0.69; C 0.28; N -0.65; C 0.79; O -0.65; N -0.63; C -0.42

=====

## S
Entry from the Open Molecules 2025 dataset: C3H7N3O in the gas phase (ωB97M-V/def2-TZVPD).

Results
LUMO energy in eV: 0.74
SMILES: [H]/N=C/NC(=O)NC
Orbital gap in eV: 9.923

ORCA input file:
```
! RIJCOSX wB97M-V def2-TZVPD def2/J DEFGRID3
* xyz 0 1
H 2.631 2.498 1.627
N 1.671 2.217 1.444
C 1.677 1.118 0.815
N 0.494 0.504 0.455
C 0.470 -0.724 -0.165
O 1.465 -1.301 -0.545
N -0.816 -1.211 -0.335
C -1.707 -0.782 -1.455
H 2.547 0.535 0.505
H -0.379 0.960 0.687
H -1.359 -1.563 0.433
H -1.162 -0.281 -2.260
H -2.473 -0.049 -1.093
H -1.583 -1.899 -1.537
*
```

These are the natural (NBO) partial charges, in e, on atoms 1 to 8: H 0.35; N -0.67; C 0.27; N -0.64; C 0.80; O -0.57; N -0.75; C -0.51

=====

Verdict on stability: Q comes out at the bottom.

=====

## P
Entry from the Open Molecules 2025 dataset: C3H7N3O as an isolated structure (ωB97M-V/def2-TZVPD).

Results
LUMO energy in eV: 0.29
Orbital gap in eV: 8.059

ORCA input file:
```
! RIJCOSX wB97M-V def2-TZVPD def2/J DEFGRID3
* xyz 0 1
C -0.492 -0.003 0.775
C 0.544 -0.820 0.277
C 1.038 -0.849 -1.013
H -1.929 1.218 0.390
H -0.532 1.191 -0.839
H -0.663 -1.368 2.556
H -0.543 0.733 2.451
H 0.604 -1.706 0.777
H 1.963 -1.604 -1.368
H 0.735 1.815 -2.376
N -1.281 0.643 -0.117
N -1.095 -0.462 2.032
N 1.061 -0.028 -2.034
O 0.590 1.240 -1.510
*
```

These are the natural (NBO) partial charges, in e, on atoms 1 to 8: C 0.41; C -0.52; C 0.05; H 0.36; H 0.43; H 0.40; H 0.36; H 0.21

=====

## Q
Entry from the Open Molecules 2025 dataset: C3H7N3O in the gas phase (ωB97M-V/def2-TZVPD).

Results
LUMO energy in eV: 0.95
SMILES: NC(=O)[C@@H]1CNN1
Orbital gap in eV: 9.662

ORCA input file:
```
! RIJCOSX wB97M-V def2-TZVPD def2/J DEFGRID3
* xyz 0 1
N -0.965 1.662 -0.640
C -0.525 1.238 0.611
O -0.310 1.986 1.517
C -0.296 -0.302 0.549
C 1.375 -0.722 0.608
N 0.917 -1.582 -0.576
N -0.378 -0.855 -0.813
H -1.519 1.026 -1.153
H -1.353 2.511 -0.847
H -0.822 -0.835 1.324
H 1.948 0.122 0.304
H 1.685 -1.280 1.454
H 1.470 -1.396 -1.429
H -1.227 -1.573 -0.909
*
```

These are the natural (NBO) partial charges, in e, on atoms 1 to 8: N -0.82; C 0.66; O -0.58; C -0.15; C -0.21; N -0.47; N -0.50; H 0.38

=====

Verdict on stability: P comes out at the bottom.